The following is a quantum chemistry calculation of an isolated molecule of C7H8ClN at a distorted geometry, from OMol25.

Values from the calculation:
HOMO-LUMO gap: 0.3240 hartree
LUMO: 0.8 eV
SMILES string: C=C(Cl)c1[nH]ccc1C
total energy: -21398.650 eV

Structure (ORCA input):
```
! wB97M-V def2-TZVPD RIJCOSX def2/J DEFGRID3
* xyz 0 1
C 1.754 1.847 -0.270
C 1.967 0.593 0.012
Cl 3.462 -0.258 0.123
C 0.468 -0.438 -0.180
N 0.578 -1.794 -0.233
C -0.632 -2.395 -0.127
C -1.487 -1.332 0.152
C -0.858 -0.097 0.010
C -1.512 1.260 0.181
H 2.488 2.518 -0.003
H 0.739 2.318 -0.411
H 1.421 -2.342 -0.278
H -0.850 -3.476 -0.108
H -2.508 -1.250 0.475
H -2.567 1.093 0.629
H -0.977 1.991 0.841
H -1.486 1.761 -0.814
*
```

The following is a quantum chemistry calculation of a structure of composition C46H64GeN2OS3Sb2Ti, from OMol25.

Values from the calculation:
HOMO-LUMO gap: 0.2488 hartree
LUMO: -0.3 eV
total energy: -178979.370 eV

Structure (ORCA input):
```
! wB97M-V def2-TZVPD RIJCOSX def2/J DEFGRID3
* xyz 0 1
Ti -1.269 0.698 0.460
C -4.014 0.597 -1.436
N -3.611 1.291 -0.185
C -3.708 2.744 -0.362
C -2.584 3.237 -1.227
N -1.219 2.892 -0.719
C -0.366 2.911 -1.931
C -0.807 3.940 0.213
C -0.135 5.082 -0.205
C 0.155 6.105 0.688
C -0.250 6.003 2.010
C -0.897 4.856 2.440
C -1.153 3.807 1.560
S -1.759 2.287 2.198
C -4.486 0.812 0.871
C -5.666 1.450 1.222
C -6.493 0.902 2.195
C -6.146 -0.294 2.804
C -4.966 -0.933 2.452
C -4.128 -0.381 1.490
S -2.611 -1.159 1.060
H -5.039 0.877 -1.702
H -3.957 -0.477 -1.280
H -3.333 0.844 -2.245
H -3.693 3.219 0.616
H -4.649 3.014 -0.860
H -2.656 4.324 -1.333
H -2.675 2.809 -2.224
H -0.536 3.824 -2.510
H -0.617 2.053 -2.542
H 0.677 2.853 -1.653
H 0.180 5.194 -1.232
H 0.689 6.980 0.342
H -0.039 6.800 2.711
H -1.170 4.735 3.481
H -5.953 2.379 0.748
H -7.407 1.411 2.470
H -6.788 -0.726 3.560
H -4.678 -1.862 2.928
C -0.439 0.705 5.041
Sb -0.180 -0.497 3.283
C -1.375 -2.134 3.956
C 1.781 -1.337 3.790
C 1.725 -2.825 3.918
C 1.490 -3.387 5.174
C 1.336 -4.752 5.346
C 1.419 -5.591 4.244
C 1.681 -5.050 2.997
C 1.849 -3.676 2.808
C 2.174 -3.160 1.444
Sb 0.511 -2.379 0.264
C 1.745 -2.253 -1.484
C -0.389 -4.279 -0.178
H 0.182 1.597 4.970
H -0.172 0.138 5.933
H -1.482 1.015 5.101
H -0.979 -2.538 4.885
H -1.400 -2.914 3.196
H -2.388 -1.765 4.112
H 2.069 -0.876 4.735
H 2.476 -0.999 3.027
H 1.419 -2.728 6.033
H 1.153 -5.158 6.333
H 1.299 -6.661 4.357
H 1.777 -5.707 2.138
H 2.599 -3.958 0.832
H 2.902 -2.348 1.475
H 2.207 -3.223 -1.670
H 2.525 -1.513 -1.306
H 1.158 -1.948 -2.345
H 0.293 -4.906 -0.753
H -1.306 -4.116 -0.743
H -0.644 -4.785 0.754
C -2.592 -3.796 -9.896
C -2.419 -3.225 -8.507
O -3.319 -3.040 -7.736
S -0.726 -2.767 -8.204
C -0.821 -2.096 -6.569
C -0.584 -0.740 -6.378
C -0.616 -0.207 -5.101
C -0.898 -1.019 -4.000
C -1.138 -2.380 -4.208
C -1.096 -2.916 -5.482
C -0.931 -0.469 -2.677
C -0.959 -0.030 -1.541
H -3.567 -4.270 -9.966
H -1.808 -4.520 -10.117
H -2.527 -2.990 -10.628
H -0.377 -0.106 -7.231
H -0.423 0.847 -4.947
H -1.359 -3.010 -3.355
H -1.283 -3.971 -5.636
C 6.076 0.669 -2.207
C 4.652 1.211 -2.252
C 3.920 1.037 -0.926
C 2.500 1.599 -0.951
Ge 1.408 1.167 0.669
C 1.895 2.476 2.092
C 3.361 2.762 2.454
C 3.997 1.775 3.441
C 4.659 0.555 2.805
H 6.588 0.795 -3.162
H 6.078 -0.396 -1.964
H 6.663 1.182 -1.442
H 4.086 0.703 -3.040
H 4.666 2.272 -2.522
H 4.506 1.505 -0.132
H 3.892 -0.029 -0.674
H 1.973 1.170 -1.810
H 2.542 2.683 -1.104
H 2.080 -0.191 1.041
H 1.352 2.195 3.001
H 1.429 3.407 1.762
H 3.396 3.759 2.904
H 3.977 2.830 1.552
H 3.230 1.449 4.152
H 4.750 2.299 4.036
H 3.973 0.022 2.148
H 5.012 -0.143 3.566
H 5.520 0.854 2.203
*
```

The following is a quantum chemistry calculation of an isolated molecule of C6H7FO3 at a distorted geometry, from OMol25.

Values from the calculation:
HOMO-LUMO gap (spin up / spin down): 0.2122 / 0.3164 hartree
LUMO (spin up / spin down): -0.7 / 0.7 eV
total energy: -15188.736 eV

Structure (ORCA input):
```
! wB97M-V def2-TZVPD RIJCOSX def2/J DEFGRID3
* xyz 0 1
C -2.467 -2.073 0.207
C -1.944 -1.012 -0.210
C 0.425 0.729 0.747
C -0.780 1.263 -0.112
C 1.536 -0.999 -0.594
C -1.376 0.034 -0.855
O 1.520 0.217 0.039
O -0.315 2.351 -0.897
O 2.345 -1.107 -1.642
F -1.138 0.128 -2.157
H -3.284 -2.635 0.647
H 0.832 1.483 1.252
H 0.039 -0.061 1.399
H -1.461 1.673 0.614
H 1.233 -2.010 -0.204
H -0.039 1.969 -1.655
H 2.681 -0.300 -1.977
*
```

The following is a quantum chemistry calculation of a cluster of 2 separate species, C4H6N in total at a distorted geometry, from OMol25.

Values from the calculation:
HOMO-LUMO gap (spin up / spin down): 0.2853 / 0.2183 hartree
LUMO (spin up / spin down): -6.8 / -7.3 eV
total energy: -5716.783 eV

Structure (ORCA input):
```
! wB97M-V def2-TZVPD RIJCOSX def2/J DEFGRID3
* xyz 1 1
C 4.002 -0.232 -0.016
C -0.946 0.649 0.356
C -1.427 -0.402 -0.424
C 0.634 0.219 0.341
N 1.376 0.185 -0.588
H 4.401 -0.804 -0.847
H -0.692 1.679 0.102
H -1.330 0.557 1.327
H -1.995 -1.108 0.069
H -1.347 -0.395 -1.518
H 0.798 0.163 1.512
*
```

The following is a quantum chemistry calculation of a structure of composition C14H12BBr12NO3 at a distorted geometry, from OMol25.

Values from the calculation:
HOMO-LUMO gap: 0.2510 hartree
LUMO: -1.9 eV
total energy: -863518.216 eV

Structure (ORCA input):
```
! wB97M-V def2-TZVPD RIJCOSX def2/J DEFGRID3
* xyz 0 1
N -0.388 -4.457 -0.403
B -0.301 -3.395 -1.526
O 0.362 -3.699 -2.814
C -1.045 -1.947 -1.173
C -0.056 -0.718 -0.660
C -0.696 0.736 -0.248
C -2.344 0.939 -0.326
C -3.308 -0.317 -0.867
C -2.673 -1.802 -1.298
C -3.729 -2.966 -1.764
O -3.506 -3.941 -2.649
C -5.255 -2.878 -1.090
C -5.853 -1.559 -0.727
C -4.966 -0.166 -0.967
O -5.575 0.997 -1.215
H -1.436 -4.600 -0.306
H -0.136 -3.897 0.464
H 0.164 -4.690 -2.964
H 1.125 -0.822 -0.552
H -0.032 1.640 0.143
H -2.861 1.958 -0.006
H -5.803 -3.926 -0.980
H -6.938 -1.572 -0.272
C 1.485 4.664 1.839
Br 0.402 3.178 1.203
Br 2.597 4.154 3.352
Br 2.534 5.461 0.407
H 0.794 5.434 2.196
C 6.285 2.993 1.925
Br 5.202 1.507 1.289
Br 7.397 2.483 3.438
Br 7.334 3.789 0.492
H 5.594 3.763 2.281
C -0.747 -1.368 3.503
Br -0.819 -3.213 2.890
Br -0.299 -0.143 2.060
Br -2.384 -0.844 4.415
H 0.062 -1.307 4.238
C 4.053 2.113 -2.584
Br 3.981 0.269 -3.197
Br 4.501 3.339 -4.026
Br 2.416 2.637 -1.672
H 4.862 2.175 -1.849
*
```

The following is a quantum chemistry calculation of a structure of composition C5H7F2NO4S2 at a distorted geometry, from OMol25.

Values from the calculation:
HOMO-LUMO gap: 0.4003 hartree
LUMO: 0.3 eV
total energy: -42080.093 eV

Structure (ORCA input):
```
! wB97M-V def2-TZVPD RIJCOSX def2/J DEFGRID3
* xyz 0 1
C 4.370 -0.557 -0.082
C 3.277 -0.441 0.390
C 1.898 -0.090 0.835
C 1.040 0.102 -0.451
C -0.292 0.823 -0.081
N -1.510 0.180 -0.683
S -2.884 1.051 -0.117
O -3.272 0.613 1.167
O -2.576 2.429 -0.128
F -3.987 0.817 -1.187
S -1.681 -1.460 -0.294
O -3.042 -1.803 -0.175
O -1.021 -2.266 -1.243
F -0.940 -1.599 1.086
H 5.424 -0.453 -0.224
H 1.503 -0.884 1.475
H 1.983 0.875 1.346
H 0.919 -0.826 -1.018
H 1.629 0.772 -1.089
H -0.378 0.835 1.013
H -0.235 1.832 -0.494
*
```